# 1
82
Properties=species:S:1:pos:R:3:lowdin_spin:R:1 method="wB97M-V/def2-TZVPD" energy_ha=-5816.66027 multiplicity=5 homo_lumo_gap_ev="6.44 / 4.14" s2=6.2837 total_charge=+2
N -4.74 2.54 -2.81 -0.04
C -4.66 2.72 -1.49 0.01
C -3.74 2.02 -0.70 -0.04
C -2.78 1.20 -1.34 -0.01
C -2.93 0.95 -2.73 -0.03
C -3.93 1.68 -3.41 0.01
C -1.53 0.94 -0.62 -0.20
Fe -0.20 -0.27 0.13 3.03
P 3.20 -0.55 0.61 0.60
C -0.22 0.93 -1.34 0.04
C 0.64 2.15 -1.33 0.00
C 1.74 2.25 -2.21 0.02
C 2.66 3.28 -2.05 0.00
C 2.47 4.23 -1.02 0.02
C 1.27 4.24 -0.29 0.00
C 0.34 3.22 -0.47 0.02
Br 3.81 5.41 -0.61 0.01
H -1.59 1.37 0.39 0.00
H -0.19 0.43 -2.32 0.01
H -3.68 2.22 0.37 0.00
H -2.24 0.32 -3.29 0.00
H -5.34 3.44 -1.03 0.00
H -4.04 1.56 -4.50 0.00
H 1.85 1.54 -3.04 0.00
H -0.65 3.27 0.01 0.00
H 3.49 3.39 -2.74 0.00
H 1.06 5.06 0.39 0.00
P -0.94 -2.33 -0.68 0.03
C 3.54 1.25 0.65 0.08
C 4.96 1.59 0.21 0.01
H 3.37 1.59 1.68 0.00
H 2.78 1.74 0.01 0.02
H 5.10 2.68 0.21 0.00
H 5.70 1.16 0.91 0.00
H 5.18 1.23 -0.80 0.00
C 2.66 -0.89 -1.11 0.11
C 3.82 -1.40 -1.97 0.02
H 2.21 0.02 -1.54 0.02
H 1.88 -1.66 -1.03 0.00
H 3.47 -1.59 -3.00 0.00
H 4.65 -0.69 -2.02 0.00
H 4.19 -2.35 -1.56 0.00
C 1.96 -0.75 1.90 0.11
C 2.52 -1.37 3.18 0.02
H 1.14 -1.38 1.46 0.01
H 1.56 0.26 2.11 0.01
H 1.70 -1.77 3.80 0.00
H 3.21 -2.18 2.95 0.01
H 3.04 -0.62 3.79 0.00
C -0.35 -3.68 0.43 0.01
C -1.40 -4.50 1.17 0.00
H 0.33 -3.21 1.16 0.00
H 0.28 -4.34 -0.19 0.00
H -2.01 -3.89 1.84 0.00
H -2.06 -5.04 0.48 0.00
H -0.89 -5.25 1.80 0.00
C -0.15 -2.76 -2.31 0.01
C -1.06 -2.62 -3.52 0.00
H 0.22 -3.79 -2.22 0.00
H 0.73 -2.12 -2.43 0.00
H -1.97 -3.20 -3.41 0.00
H -1.33 -1.57 -3.71 0.00
H -0.54 -2.98 -4.42 0.00
C -2.76 -2.55 -0.92 0.00
C -3.65 -2.03 0.22 0.00
H -2.96 -3.61 -1.12 0.00
H -3.02 -2.01 -1.84 0.00
H -4.70 -2.01 -0.11 0.00
H -3.59 -2.65 1.12 0.00
H -3.39 -1.00 0.51 0.00
C -1.32 2.45 4.75 0.00
N -1.08 1.31 3.88 0.00
C -1.06 -0.03 4.26 0.00
C -0.94 -0.77 3.12 0.01
N -0.86 0.11 2.03 0.04
C -0.98 1.36 2.53 0.01
H -2.32 2.36 5.20 0.00
H -0.58 2.50 5.55 0.00
H -1.27 3.37 4.15 0.00
H -1.13 -0.35 5.29 0.00
H -0.90 -1.85 3.01 0.00
H -1.04 2.30 1.99 0.00


# 2
82
Properties=species:S:1:pos:R:3:lowdin_charge:R:1 method="wB97M-V/def2-TZVPD" energy_ha=-4745.82158 relative_energy_kj_mol=10.7 homo_lumo_gap_ev=5.20 total_charge=+2
N 0.61 1.85 -7.25 0.06
C 0.73 0.55 -6.95 -0.12
C 0.17 0.00 -5.79 -0.02
C -0.53 0.84 -4.90 -0.25
C -0.72 2.18 -5.28 -0.02
C -0.09 2.65 -6.45 -0.11
C -0.92 0.37 -3.55 -0.41
Pb -3.03 0.11 -2.80 1.41
P -3.74 -1.25 -0.42 0.84
C -1.18 1.36 -2.48 -0.35
C -0.33 1.34 -1.30 -0.19
C -0.75 2.07 -0.17 -0.04
C -0.36 1.70 1.07 -0.18
C 0.73 0.72 1.29 -0.80
C 1.44 0.36 0.02 -0.11
C 0.84 0.55 -1.19 -0.01
Br 0.08 -0.97 2.04 0.86
H -0.43 -0.56 -3.24 0.08
H -1.66 2.34 -2.67 0.11
H 0.33 -1.06 -5.56 0.11
H -1.32 2.86 -4.68 0.10
H 1.28 -0.09 -7.65 0.12
H -0.18 3.70 -6.72 0.12
H -1.47 2.88 -0.31 0.15
H 1.27 0.10 -2.09 0.14
H -0.93 2.03 1.94 0.10
H 2.31 -0.31 0.08 0.08
P 1.72 1.66 2.61 1.02
C -2.20 -2.16 -0.94 -0.48
C -2.57 -3.18 -2.05 -0.16
H -1.80 -2.67 -0.05 0.06
H -1.42 -1.46 -1.29 0.03
H -1.67 -3.47 -2.62 0.08
H -3.01 -4.10 -1.61 0.09
H -3.33 -2.81 -2.77 0.04
C -3.30 0.32 0.44 -0.48
C -4.33 0.84 1.46 -0.12
H -3.18 1.11 -0.33 0.01
H -2.31 0.18 0.92 0.03
H -4.16 1.91 1.63 0.08
H -5.36 0.74 1.09 0.08
H -4.26 0.34 2.43 0.08
C -4.13 -2.27 1.09 -0.39
C -5.61 -2.62 1.26 -0.14
H -3.78 -1.73 1.98 0.07
H -3.54 -3.19 1.02 0.08
H -5.73 -3.14 2.21 0.08
H -6.25 -1.73 1.27 0.07
H -5.96 -3.29 0.46 0.08
C 2.75 0.48 3.48 -0.35
C 3.61 1.09 4.59 -0.10
H 3.35 -0.03 2.71 0.08
H 2.05 -0.28 3.87 0.07
H 4.28 1.86 4.21 0.08
H 3.00 1.51 5.39 0.08
H 4.22 0.30 5.04 0.09
C 0.56 2.38 3.80 -0.31
C 0.18 3.85 3.57 -0.11
H 1.03 2.28 4.79 0.10
H -0.34 1.76 3.84 0.10
H 1.06 4.50 3.67 0.08
H -0.27 4.02 2.59 0.07
H -0.54 4.17 4.33 0.10
C 2.73 2.89 1.75 -0.30
C 4.05 2.40 1.16 -0.10
H 2.90 3.69 2.48 0.10
H 2.08 3.31 0.96 0.11
H 4.62 3.27 0.83 0.10
H 4.67 1.86 1.88 0.07
H 3.89 1.76 0.29 0.08
C 1.62 -3.40 -1.29 -0.01
C 2.60 -3.31 -0.19 -0.41
N 3.14 -2.25 0.39 0.06
C 3.96 -2.71 1.40 -0.14
C 3.94 -4.09 1.40 -0.07
N 3.08 -4.45 0.39 0.09
H 2.13 -3.57 -2.25 0.10
H 0.94 -4.25 -1.10 0.09
H 1.03 -2.48 -1.35 0.05
H 4.50 -2.04 2.06 0.09
H 4.45 -4.80 2.02 0.11
H 2.79 -5.37 0.10 0.16


# 3
83
Properties=species:S:1:pos:R:3:lowdin_spin:R:1 method="wB97M-V/def2-TZVPD" energy_ha=-5045.00005 multiplicity=5 relative_energy_kj_mol=0.0 homo_lumo_gap_ev="6.69 / 4.53" s2=6.0631 total_charge=+4
C 4.80 -2.64 3.40 0.27
C 4.42 -1.98 2.19 0.01
C 5.49 -1.50 1.40 0.26
C 6.80 -1.43 1.91 0.23
N 7.09 -1.94 3.12 0.01
C 6.14 -2.57 3.84 0.23
C 3.08 -1.61 1.71 0.10
C 2.31 -0.63 1.44 0.00
C 1.43 0.49 1.44 0.03
C 0.66 0.58 0.24 -0.01
C -0.36 1.59 0.17 0.02
C -0.47 2.57 1.16 -0.01
C 0.33 2.47 2.30 0.03
C 1.24 1.43 2.49 -0.01
Ru 1.10 -1.76 0.50 1.66
P -0.91 -2.26 -0.48 -0.01
H 5.29 -1.06 0.43 0.01
H 4.10 -3.15 4.07 0.01
H 7.60 -0.95 1.34 0.01
H 6.50 -3.00 4.81 0.01
H 1.86 1.37 3.37 0.00
H 1.18 0.37 -0.70 0.00
H 0.23 3.25 3.04 0.00
H -0.94 1.72 -0.74 0.00
C -2.43 -1.25 -0.26 0.00
C -3.37 -1.00 -1.46 0.00
H -2.08 -0.29 0.15 0.00
H -2.99 -1.77 0.53 0.00
H -4.29 -0.54 -1.07 0.00
H -2.93 -0.31 -2.20 0.00
H -3.65 -1.95 -1.96 0.00
C -0.57 -2.15 -2.26 0.00
C 0.67 -3.00 -2.47 0.02
H -0.38 -1.09 -2.49 0.00
H -1.44 -2.48 -2.85 0.00
H 1.11 -2.77 -3.45 0.00
H 1.43 -2.79 -1.68 0.01
H 0.43 -4.07 -2.46 0.00
C -1.44 -3.98 -0.12 0.00
C -2.61 -4.47 -0.98 0.00
H -1.69 -4.00 0.95 0.00
H -0.56 -4.63 -0.21 0.00
H -2.77 -5.54 -0.79 0.00
H -3.53 -3.93 -0.72 0.00
H -2.43 -4.35 -2.06 0.00
Br -1.81 3.87 1.05 0.00
P 0.90 3.09 -2.95 0.60
C -0.31 1.77 -3.41 0.10
C -1.18 2.11 -4.66 0.01
H -0.99 1.65 -2.56 0.02
H 0.25 0.83 -3.55 0.00
H -1.69 1.19 -5.00 0.00
H -1.95 2.85 -4.37 0.00
H -0.59 2.51 -5.50 0.00
C -0.02 4.34 -1.95 0.08
C 0.32 5.83 -2.15 0.01
H 0.15 4.07 -0.90 0.02
H -1.10 4.18 -2.18 0.00
H -0.33 6.42 -1.49 0.00
H 1.36 6.03 -1.87 0.00
H 0.13 6.16 -3.18 0.00
C 2.40 2.65 -2.02 0.08
C 3.54 3.26 -2.87 0.04
H 2.48 1.56 -1.92 0.00
H 2.35 3.07 -1.01 0.01
H 4.50 3.20 -2.36 0.00
H 3.62 2.73 -3.82 0.00
H 3.33 4.31 -3.10 0.01
S -0.27 -2.09 2.46 0.09
C -1.84 -1.32 2.91 0.01
N -1.96 -0.02 3.29 0.00
C -3.25 0.67 3.18 0.00
C -4.38 -0.23 3.67 0.00
C -4.32 -1.59 2.99 0.00
N -2.94 -2.08 2.93 0.01
H -1.12 0.53 3.38 0.00
H -3.45 0.93 2.13 0.00
H -3.21 1.59 3.76 0.00
H -5.35 0.23 3.44 0.00
H -4.34 -0.36 4.76 0.00
H -4.71 -1.50 1.96 0.00
H -4.91 -2.33 3.54 0.00
H -2.77 -3.07 2.77 0.00


# 4
83
Properties=species:S:1:pos:R:3:lowdin_charge:R:1 method="wB97M-V/def2-TZVPD" energy_ha=-5164.48981 relative_energy_kj_mol=0.0 homo_lumo_gap_ev="5.99 / 5.74" total_charge=+4
N 4.88 2.47 0.65 0.08
C 5.44 1.26 0.60 -0.09
C 5.84 0.66 -0.60 0.05
C 5.45 1.30 -1.81 -0.17
C 5.12 2.69 -1.73 0.04
C 4.79 3.20 -0.48 -0.08
C 5.03 0.51 -2.93 0.09
Sn -0.77 -0.15 -1.48 0.85
P -3.91 -1.22 0.67 1.04
C 4.00 1.00 -3.72 0.05
C 2.86 0.23 -4.06 -0.16
C 1.67 0.94 -4.39 0.05
C 0.49 0.48 -3.88 -0.11
C 0.62 -0.58 -2.95 -0.37
C 1.63 -1.54 -2.98 -0.06
C 2.80 -1.13 -3.60 0.04
Br -3.07 -1.27 -2.41 0.30
H 5.33 -0.54 -2.94 0.15
H 4.00 2.06 -4.02 0.15
H 6.28 -0.33 -0.60 0.13
H 4.97 3.32 -2.61 0.13
H 5.62 0.73 1.54 0.13
H 4.43 4.22 -0.39 0.13
H 1.74 1.87 -4.94 0.15
H 3.67 -1.78 -3.64 0.14
H -0.47 0.92 -4.16 0.12
H 1.52 -2.56 -2.59 0.12
P -0.84 2.10 0.23 0.95
C -3.62 -3.03 0.30 -0.41
C -4.72 -3.92 -0.26 -0.12
H -3.19 -3.46 1.22 0.10
H -2.81 -3.00 -0.45 0.00
H -4.30 -4.92 -0.44 0.11
H -5.57 -4.06 0.43 0.09
H -5.06 -3.59 -1.25 0.06
C -5.35 -0.35 -0.05 -0.40
C -6.48 -1.21 -0.59 -0.10
H -4.97 0.24 -0.91 0.04
H -5.68 0.35 0.74 0.11
H -7.01 -0.67 -1.38 0.10
H -6.09 -2.11 -1.06 0.04
H -7.22 -1.45 0.19 0.09
C -4.40 -1.34 2.42 -0.40
C -5.53 -2.33 2.69 -0.09
H -4.67 -0.32 2.76 0.09
H -3.47 -1.66 2.93 0.10
H -5.86 -2.20 3.73 0.11
H -6.40 -2.17 2.04 0.08
H -5.17 -3.38 2.61 0.09
C -1.36 2.19 2.01 -0.34
C -2.68 1.51 2.33 -0.14
H -1.39 3.25 2.30 0.13
H -0.57 1.71 2.60 0.08
H -2.94 1.69 3.38 0.11
H -3.51 1.89 1.72 0.08
H -2.60 0.43 2.17 0.01
C -1.89 3.41 -0.52 -0.37
C -1.87 3.45 -2.05 -0.12
H -1.55 4.38 -0.11 0.11
H -2.91 3.24 -0.16 0.09
H -2.75 4.00 -2.41 0.11
H -0.98 3.97 -2.42 0.09
H -1.89 2.44 -2.48 0.02
C 0.85 2.86 0.37 -0.34
C 1.64 2.35 1.56 -0.15
H 0.72 3.95 0.40 0.11
H 1.37 2.61 -0.57 0.08
H 2.72 2.36 1.36 0.05
H 1.47 2.95 2.47 0.11
H 1.35 1.32 1.77 0.00
C 2.36 -0.84 2.88 -0.01
N 2.51 -1.86 1.85 -0.10
C 3.40 -2.93 1.88 0.02
C 3.23 -3.62 0.73 -0.01
N 2.25 -2.98 0.00 0.11
C 1.73 -1.93 0.73 -0.66
S 0.19 -1.21 0.73 0.64
H 2.79 0.12 2.55 0.09
H 1.29 -0.70 3.13 0.08
H 2.91 -1.19 3.76 0.12
H 4.04 -3.16 2.72 0.16
H 3.63 -4.58 0.46 0.15
H 1.89 -3.27 -0.88 0.13


# 5
85
Properties=species:S:1:pos:R:3:lowdin_spin:R:1 method="wB97M-V/def2-TZVPD" energy_ha=-5751.05436 multiplicity=2 relative_energy_kj_mol=57.7 homo_lumo_gap_ev="5.90 / 5.69" s2=0.7712 total_charge=+2
Os -0.09 -1.06 0.39 0.95
Cl 1.10 1.51 3.03 0.00
C 0.95 2.23 1.45 0.00
Cl -0.50 1.59 0.55 0.02
H 1.82 2.02 0.83 0.00
H 0.76 3.29 1.55 0.00
I -0.37 -4.81 0.67 0.00
C 0.67 -2.96 0.72 0.01
H 1.45 -3.07 -0.03 0.01
H 1.17 -2.92 1.69 0.00
O 1.70 -0.55 0.02 0.08
Si 3.38 -0.42 -0.13 0.01
C 3.97 -2.00 -0.91 0.01
C 4.24 -2.06 -2.29 0.00
C 4.60 -3.25 -2.90 0.00
C 4.67 -4.42 -2.14 0.00
C 4.41 -4.39 -0.77 0.00
C 4.07 -3.19 -0.17 0.00
C 3.69 1.02 -1.28 0.00
C 2.66 1.69 -1.94 0.00
C 2.93 2.73 -2.82 0.00
C 4.24 3.11 -3.07 0.00
C 5.28 2.44 -2.44 0.00
C 5.01 1.40 -1.56 0.00
C 3.99 -0.17 1.60 0.00
C 4.82 0.91 1.93 0.00
C 5.28 1.08 3.23 0.00
C 4.93 0.17 4.22 0.00
C 4.11 -0.91 3.91 0.00
C 3.64 -1.07 2.61 0.00
H 4.20 -1.15 -2.88 0.00
H 4.83 -3.27 -3.95 0.00
H 4.95 -5.35 -2.61 0.00
H 4.49 -5.29 -0.18 0.00
H 3.91 -3.18 0.90 0.00
H 1.63 1.38 -1.78 0.00
H 2.11 3.24 -3.33 0.00
H 4.45 3.92 -3.75 0.00
H 6.30 2.72 -2.64 0.00
H 5.84 0.88 -1.10 0.00
H 5.10 1.63 1.18 0.00
H 5.93 1.92 3.47 0.00
H 5.30 0.30 5.23 0.00
H 3.84 -1.62 4.67 0.00
H 3.00 -1.92 2.39 0.00
C -5.47 -2.32 -0.85 0.00
Si -4.69 -0.67 -0.51 -0.01
C -4.71 0.52 -1.95 0.00
C -5.24 0.13 1.07 0.00
Ge -2.26 -1.16 -0.14 -0.05
Si -1.47 -1.53 2.64 0.00
C -2.23 0.05 3.34 0.00
C -2.92 -2.73 2.48 0.00
C -0.16 -2.18 3.80 0.00
Si -0.73 -2.06 -2.30 -0.02
C -1.20 -0.48 -3.18 -0.01
C -1.99 -3.38 -2.58 -0.01
C 1.04 -2.54 -2.44 0.01
H -6.55 -2.16 -0.92 0.00
H -5.31 -3.04 -0.04 0.00
H -5.15 -2.76 -1.79 0.00
H -5.62 1.13 -1.84 0.00
H -4.78 0.01 -2.91 0.00
H -3.87 1.21 -1.98 0.00
H -6.25 0.51 0.85 0.00
H -4.64 0.99 1.35 0.00
H -5.32 -0.55 1.91 0.00
H -3.27 0.16 3.03 0.00
H -1.69 0.96 3.10 0.00
H -2.23 -0.05 4.43 0.00
H -3.82 -2.22 2.13 0.00
H -3.16 -3.11 3.48 0.00
H -2.73 -3.60 1.85 0.00
H 0.75 -1.57 3.76 0.00
H 0.10 -3.22 3.61 0.00
H -0.57 -2.12 4.81 0.00
H -2.27 -0.39 -3.36 0.00
H -0.70 -0.55 -4.15 0.00
H -0.83 0.43 -2.70 0.00
H -3.01 -3.01 -2.69 0.00
H -1.96 -4.20 -1.87 0.00
H -1.68 -3.79 -3.56 0.00
H 1.73 -1.83 -2.01 0.00
H 1.23 -2.56 -3.52 0.00
H 1.23 -3.54 -2.05 0.00